DFT (ωB97M-V/def2-TZVPD) results for a cluster of 14 separate species, C56H154N14O14 in total in a non-equilibrium geometry.

Last column: Mulliken charge in e.
Atoms and positions in Å:
C1 1.841739 -2.681438 -6.517019  -1.43
C2 0.697120 -2.818556 -5.504615  0.43
C3 1.227061 -3.245746 -4.180901  1.14
O1 2.115761 -4.327326 -4.504375  -0.51
C4 2.632775 -4.984247 -3.377515  -0.02
N1 -0.108941 -1.604335 -5.394988  -0.07
H1 2.298228 -3.712688 -6.669120  0.31
H2 2.588362 -2.049056 -6.054694  0.15
H3 1.401404 -2.322140 -7.467238  0.47
H4 0.030595 -3.622814 -5.905760  0.01
H5 0.379115 -3.478124 -3.542240  -0.13
H6 1.797989 -2.440302 -3.719066  -0.54
H7 3.190878 -4.266634 -2.745184  -0.22
H8 3.275710 -5.835845 -3.654416  0.39
H9 1.753066 -5.381807 -2.779180  -0.02
H10 -0.416829 -1.191122 -6.276351  0.27
H11 0.278424 -0.924627 -4.801031  -0.32
C5 -3.348079 -4.207501 -5.854291  -1.02
C6 -3.213580 -5.696645 -5.516039  0.41
C7 -3.296574 -6.009011 -3.928594  -0.93
O2 -2.342965 -5.237778 -3.216103  0.07
C8 -1.052883 -5.836245 -3.065590  -0.71
N2 -4.195963 -6.377625 -6.342529  -0.64
H12 -4.383607 -3.889962 -5.607127  0.44
H13 -3.208091 -4.160766 -6.970173  0.36
H14 -2.541482 -3.576047 -5.441011  0.05
H15 -2.194481 -5.955328 -5.788489  0.18
H16 -3.344999 -7.097646 -3.675223  0.46
H17 -4.252433 -5.545480 -3.608877  0.27
H18 -0.553931 -5.351706 -2.231118  -0.06
H19 -0.480624 -5.807859 -3.972716  0.35
H20 -1.139861 -6.891007 -2.748831  0.41
H21 -5.064046 -5.881376 -6.198846  0.29
H22 -4.215349 -7.350058 -6.085982  0.27
C9 -4.193223 6.672551 -0.233278  -1.55
C10 -4.902807 5.380320 0.096248  0.48
C11 -4.332041 4.239180 -0.723258  -0.34
O3 -5.142577 3.095633 -0.467313  -0.43
C12 -4.756463 1.898577 -1.166046  -0.45
N3 -4.677282 5.042287 1.508403  -0.33
H23 -4.098429 6.810501 -1.303653  0.42
H24 -3.299129 6.755837 0.344395  0.28
H25 -4.824429 7.540009 0.075332  0.37
H26 -5.987873 5.491701 -0.182840  0.15
H27 -3.316645 4.127402 -0.311647  -0.15
H28 -4.300391 4.541388 -1.775786  0.54
H29 -5.573900 1.245320 -0.931183  0.12
H30 -3.802444 1.573232 -0.796616  0.02
H31 -4.721066 2.171501 -2.227732  0.52
H32 -5.166031 4.195596 1.853409  0.10
H33 -4.759699 5.840151 2.099759  0.23
C13 -2.975096 -3.368698 -0.766964  -0.74
C14 -3.605832 -2.347166 -1.743947  -0.18
C15 -2.634960 -1.240207 -1.973860  1.96
O4 -3.197426 -0.336468 -2.944649  -0.63
C16 -2.393805 0.694720 -3.339849  -0.42
N4 -4.110702 -3.022922 -2.945046  -0.31
H34 -2.263316 -3.933110 -1.278091  -0.23
H35 -3.651294 -4.062529 -0.371935  0.91
H36 -2.374179 -2.853488 0.013322  -0.46
H37 -4.474026 -1.856939 -1.306566  0.32
H38 -1.688502 -1.639078 -2.440559  -0.58
H39 -2.427387 -0.725910 -0.995380  -0.36
H40 -2.018430 1.265815 -2.502195  0.12
H41 -2.981357 1.277790 -4.086758  0.44
H42 -1.536958 0.293768 -3.899880  -0.09
H43 -3.346641 -3.450208 -3.413268  -0.30
H44 -4.526267 -2.359241 -3.580396  0.45
C17 -4.678699 0.850257 7.181437  -1.74
C18 -3.796954 1.259552 6.026943  1.29
C19 -2.577959 1.925255 6.571527  -0.53
O5 -2.809543 3.279370 6.881064  -0.51
C20 -1.629961 3.876235 7.382950  -0.28
N5 -3.339261 0.147484 5.186738  -0.15
H45 -4.116343 0.565346 8.054002  0.34
H46 -5.410739 0.116909 6.941467  0.49
H47 -5.263152 1.748619 7.477082  0.36
H48 -4.337351 1.879556 5.349028  0.02
H49 -1.749057 1.864760 5.883330  -0.07
H50 -2.338698 1.390189 7.520229  0.62
H51 -0.905014 3.945172 6.533534  -0.14
H52 -1.173665 3.224657 8.201982  0.29
H53 -1.816449 4.808420 7.870902  0.33
H54 -4.095149 -0.379670 4.767861  0.30
H55 -2.955057 0.594078 4.322441  -0.73
C21 -7.988201 1.359231 2.036241  -1.64
C22 -6.736990 0.769512 2.612810  0.34
C23 -6.477480 -0.597135 1.965238  0.02
O6 -5.625569 -1.437497 2.759972  -0.32
C24 -4.934869 -2.448344 2.041939  -0.07
N6 -5.545923 1.681013 2.618181  0.06
H56 -8.010074 1.382324 0.901151  0.23
H57 -8.125700 2.318330 2.492527  0.44
H58 -8.831053 0.724706 2.365074  0.49
H59 -6.935875 0.519965 3.657904  0.40
H60 -6.044810 -0.339778 0.985693  -0.27
H61 -7.419570 -1.193767 1.754152  0.31
H62 -5.612620 -3.356028 2.054377  0.37
H63 -4.087581 -2.723588 2.661922  -0.16
H64 -4.730322 -2.137053 1.025477  0.02
H65 -4.773714 1.193543 3.016495  -0.23
H66 -5.292965 1.855700 1.642413  0.09
C25 3.128688 1.813743 -2.619110  0.30
C26 2.972631 1.145452 -4.042765  1.60
C27 2.157313 2.022637 -4.991242  -1.16
O7 0.802575 2.070802 -4.538599  0.24
C28 0.093791 3.083758 -5.247107  -1.20
N7 4.287629 0.814978 -4.605966  -0.38
H67 3.726992 2.717293 -2.752071  0.79
H68 3.618165 1.190750 -1.858516  -0.79
H69 2.124969 2.124278 -2.314412  -0.48
H70 2.481379 0.214272 -3.938598  -1.11
H71 2.237708 1.693983 -6.005311  0.43
H72 2.590208 3.055462 -4.863770  0.28
H73 -0.143047 2.603096 -6.241170  0.28
H74 0.605070 4.032228 -5.398856  0.41
H75 -0.863629 3.286698 -4.772790  0.22
H76 4.882171 1.634797 -4.725722  0.28
H77 4.293523 0.424339 -5.541042  0.21
C29 0.304581 -1.957777 5.999257  -1.62
C30 -0.455005 -2.356192 4.730772  1.98
C31 0.302232 -3.278676 3.831457  -0.68
O8 -0.425839 -3.304888 2.572326  0.36
C32 -0.395653 -4.556749 1.914419  -0.07
N8 -1.680546 -3.142853 5.075096  -0.86
H78 1.069022 -1.200515 5.728967  0.28
H79 0.741473 -2.815518 6.527372  0.36
H80 -0.439177 -1.523966 6.652128  0.41
H81 -0.638547 -1.426596 4.122530  -0.71
H82 0.307253 -4.230003 4.354134  0.77
H83 1.322883 -2.920128 3.703684  -0.57
H84 0.633649 -4.925958 1.847125  -0.18
H85 -0.828174 -4.448233 0.900252  -0.26
H86 -0.954391 -5.357152 2.422901  0.32
H87 -2.286923 -3.463305 4.260828  0.19
H88 -2.336847 -2.518409 5.587431  0.36
C33 5.947333 2.273149 3.190263  -1.55
C34 4.430430 2.431758 3.102795  0.18
C35 4.140421 2.944574 1.676099  1.01
O9 4.906722 4.054526 1.436756  -0.50
C36 4.476990 4.663689 0.229266  -0.27
N9 3.656237 1.178989 3.076995  0.16
H89 6.296673 1.723063 4.057460  0.41
H90 6.386918 3.297696 3.221287  0.37
H91 6.436396 1.772487 2.363726  0.26
H92 4.076678 3.166178 3.839877  0.15
H93 3.113689 3.220499 1.550666  -0.22
H94 4.402488 2.055591 1.023011  -0.37
H95 3.418662 5.064697 0.234688  0.13
H96 4.620341 3.922728 -0.553770  0.06
H97 5.186424 5.515072 0.115939  0.37
H98 3.918770 0.586818 2.246611  -0.40
H99 3.918283 0.650946 3.936922  0.24
C37 6.498236 0.315134 -1.782024  -1.24
C38 6.166409 -1.036043 -2.316544  0.66
C39 6.750183 -2.049554 -1.303404  -1.40
O10 6.503262 -3.385769 -1.565611  -0.03
C40 7.301459 -3.936410 -2.642637  -0.80
N10 4.755927 -1.314872 -2.426440  0.32
H100 7.600152 0.375851 -1.571871  0.44
H101 6.054013 0.401852 -0.779099  -0.02
H102 6.229093 1.208638 -2.374346  0.23
H103 6.688254 -1.189187 -3.281847  0.45
H104 6.344286 -1.716579 -0.364416  0.27
H105 7.821140 -1.880364 -1.232679  0.55
H106 7.080753 -3.368392 -3.559703  0.30
H107 6.913164 -4.968799 -2.710270  0.26
H108 8.410390 -3.980952 -2.418346  0.27
H109 4.445500 -0.728654 -3.180119  -0.26
H110 4.653044 -2.295301 -2.715400  0.09
C41 1.205675 -0.753288 -1.046632  -0.55
C42 1.697189 -0.066802 0.269860  0.47
C43 0.616424 -0.164084 1.367959  -0.95
O11 -0.570560 0.486995 0.883768  1.33
C44 -1.698650 0.141514 1.636550  1.35
N11 2.987058 -0.591766 0.766930  0.85
H111 0.601201 -1.637148 -0.767319  0.06
H112 2.059797 -1.067693 -1.645147  -0.05
H113 0.582761 -0.051670 -1.610877  0.25
H114 1.956404 0.979443 0.079931  -0.25
H115 0.951848 0.252456 2.312000  0.11
H116 0.435738 -1.179575 1.531200  -0.10
H117 -1.714460 -0.981996 1.689154  -0.14
H118 -2.618007 0.521284 1.056004  -0.60
H119 -1.609284 0.544701 2.643676  -1.16
H120 2.966137 -1.560692 1.083857  -0.25
H121 3.606285 -0.761699 -0.015255  -0.38
C45 3.501599 -6.323256 1.544830  -1.73
C46 3.623193 -5.224869 0.544033  0.82
C47 4.271723 -3.990530 1.073382  -0.55
O12 3.514255 -3.532740 2.168390  0.14
C48 4.429212 -2.939979 3.016193  -0.99
N12 4.505668 -5.674314 -0.587082  -0.55
H122 4.475473 -6.691116 1.897206  0.43
H123 2.955893 -7.097891 1.062412  0.47
H124 2.886924 -6.013868 2.431245  0.21
H125 2.655717 -4.920515 0.160643  0.01
H126 4.416263 -3.239066 0.313013  -0.19
H127 5.292274 -4.372038 1.326276  0.45
H128 3.870980 -2.595582 3.892953  0.25
H129 4.915831 -2.065911 2.615519  0.32
H130 5.225990 -3.642163 3.296789  0.41
H131 5.330161 -6.144729 -0.186172  0.38
H132 4.925180 -4.845736 -1.017208  0.06
C49 0.332356 7.124365 -2.813978  -1.32
C50 1.636919 6.359415 -2.586977  0.37
C51 1.298884 4.886665 -2.183999  0.82
O13 0.630814 4.886375 -0.996539  -0.51
C52 0.331113 3.627631 -0.486528  1.06
N13 2.483332 6.286462 -3.751389  -0.59
H133 0.478417 8.215586 -2.786212  0.41
H134 -0.230979 6.924722 -1.897287  0.25
H135 -0.218869 6.859038 -3.736902  0.29
H136 2.149002 6.841051 -1.710658  0.18
H137 2.284370 4.451816 -2.083709  -0.42
H138 0.761552 4.379370 -2.984511  -0.17
H139 1.196591 3.022082 -0.238307  -0.37
H140 -0.303399 3.053944 -1.203385  0.08
H141 -0.265862 3.759354 0.421528  -0.35
H142 3.381200 5.940505 -3.544181  0.17
H143 2.562879 7.164792 -4.213754  0.25
C53 -1.410354 5.258118 3.143067  -1.71
C54 -1.563955 3.741636 2.902189  0.15
C55 -0.226657 3.199110 3.364339  -0.04
O14 0.160528 3.737037 4.581692  -0.45
C56 1.275659 3.104458 5.247568  -0.07
N14 -2.633497 3.216622 3.743522  0.06
H144 -0.485565 5.706665 2.723009  0.35
H145 -1.344119 5.479648 4.189349  0.40
H146 -2.281649 5.799103 2.751373  0.28
H147 -1.729926 3.460495 1.876877  0.06
H148 0.514588 3.346186 2.577850  0.34
H149 -0.312185 2.122366 3.479310  -0.14
H150 2.222878 3.287638 4.656303  -0.27
H151 1.064267 2.013512 5.366058  0.21
H152 1.373279 3.522714 6.305085  0.33
H153 -2.561835 3.613752 4.721382  0.25
H154 -3.533043 3.471594 3.401241  0.12

Force components x, y, z for each atom (eV/Å):
C -0.4 -1.7 -0.2
C -0.7 0.2 -2.0
C 0.6 -0.4 -0.5
O -0.5 0.0 0.4
C -1.0 -0.2 1.2
N -0.9 -1.1 -0.5
H -0.5 1.5 0.0
H 0.4 0.5 -0.4
H 0.6 0.1 0.4
H 0.3 0.4 0.5
H 0.1 -0.5 0.4
H 0.2 0.3 0.2
H -0.1 -0.4 -0.1
H -0.3 0.5 -0.1
H 1.1 0.3 -0.3
H 0.4 -0.3 0.4
H 0.6 1.1 0.7
C 0.2 -0.3 -0.9
C 0.7 0.2 1.4
C -1.4 1.3 -1.4
O 0.8 -1.0 0.1
C -1.1 -0.7 0.7
N 0.9 0.2 0.4
H 0.7 0.3 0.0
H -0.3 0.1 1.0
H -0.7 -0.2 0.2
H 0.2 -0.5 -0.4
H 0.5 0.7 -0.2
H 0.2 -0.5 -0.1
H 0.1 0.4 -0.2
H 0.5 0.2 -0.5
H -0.1 0.2 -0.2
H -0.4 -0.6 0.0
H -0.6 -0.3 0.0
C -1.6 1.1 0.4
C -0.9 -0.5 0.2
C -0.2 0.1 0.8
O 0.4 0.2 -0.1
C -0.6 2.2 0.1
N -0.1 -0.9 -0.5
H 0.5 -0.1 -0.2
H 1.0 0.0 -0.1
H 0.3 -0.6 0.0
H 0.7 -0.2 0.3
H 0.1 -0.4 -0.4
H -0.1 -0.4 -0.2
H -0.1 -0.8 -0.2
H 0.6 -0.5 0.0
H 0.1 -0.6 0.0
H 0.2 1.1 -0.4
H -0.4 0.2 0.6
C 0.5 2.5 0.0
C -0.7 -0.8 0.3
C 1.2 0.9 -1.1
O -1.3 -1.4 1.3
C 0.6 0.2 -1.6
N -0.3 0.4 0.9
H 1.2 -1.0 -1.2
H -1.2 -0.8 0.8
H -0.7 -0.2 -0.1
H -0.3 -0.1 0.4
H -0.5 0.3 0.7
H 0.1 -0.2 -0.9
H 0.1 0.6 0.3
H 0.4 0.0 0.8
H 0.2 0.2 0.1
H 0.7 -0.4 -0.4
H 0.0 0.3 0.0
C -0.8 1.5 0.2
C -0.3 -0.9 -0.5
C 0.4 0.1 1.0
O -0.4 0.5 0.4
C 1.3 -1.7 0.1
N 1.0 -0.2 -1.2
H 0.2 -0.4 0.2
H -0.5 -0.8 -0.3
H 0.3 -0.4 0.0
H -0.5 1.2 -0.1
H 0.4 -0.2 -0.3
H 0.4 0.2 -0.5
H -0.3 0.3 0.9
H -0.4 0.5 -1.0
H -0.5 0.8 -0.2
H -0.6 -0.2 0.5
H 0.1 -0.3 1.1
C -0.5 -0.6 -0.9
C 1.0 -1.1 0.9
C -0.4 -0.8 -0.4
O 0.1 1.5 -0.3
C -1.9 -1.0 1.0
N -1.6 -0.2 -1.1
H 0.2 0.3 1.3
H -0.2 0.8 -0.2
H 0.3 0.3 -0.3
H 0.0 0.3 0.2
H 0.3 -0.5 0.0
H 0.7 0.9 0.3
H 0.7 0.7 -0.5
H 0.5 0.2 -0.4
H 0.4 -0.1 -0.1
H 0.7 -0.4 0.4
H 0.0 0.2 0.1
C -0.3 -0.3 -1.4
C 0.8 0.8 0.4
C 0.1 1.3 2.2
O 0.5 0.7 0.0
C -0.8 -1.5 -1.4
N 0.8 0.5 -0.1
H 0.1 0.1 0.1
H -0.3 -0.1 -0.4
H 0.2 -0.1 0.2
H -0.8 -1.1 0.3
H 0.0 -0.3 -0.9
H -0.3 -0.6 -0.6
H 0.1 0.9 0.5
H 0.5 -0.1 0.2
H 0.0 -0.2 0.3
H -0.2 0.1 0.4
H -0.6 -0.3 0.0
C -0.1 -0.1 -0.7
C -1.0 -0.1 -0.6
C -0.1 0.4 -0.5
O 0.4 -0.5 0.6
C 0.2 -0.3 -0.3
N -1.7 1.0 0.0
H -0.3 -0.5 0.4
H 0.0 0.2 -0.3
H 0.0 0.4 0.4
H -0.2 -0.6 0.6
H 0.1 -0.5 -0.3
H 0.2 -0.1 -0.4
H 0.1 0.1 -0.3
H 0.3 0.1 0.5
H -0.1 0.4 0.2
H 1.7 0.7 0.9
H 0.7 -0.5 -0.3
C 0.6 1.2 0.7
C 0.0 -0.8 -2.2
C 0.6 -1.3 1.1
O 0.0 1.3 -0.8
C 0.8 1.2 0.4
N 0.8 -0.8 1.5
H -0.2 0.0 0.5
H -0.1 -0.7 0.1
H -0.4 -0.2 -0.6
H 0.0 -0.4 0.0
H -1.0 -0.3 0.0
H -0.3 1.0 0.0
H 0.9 -0.6 0.2
H -0.2 0.1 -0.5
H -0.7 -0.5 -0.4
H -0.5 0.7 1.1
H -0.5 0.2 -0.9
C 1.0 1.1 1.0
C 1.1 -1.5 -0.3
C 0.7 1.5 -0.7
O 0.2 -0.9 -0.4
C -0.4 -0.3 0.7
N -0.2 -0.4 0.2
H -0.8 0.0 -0.4
H -0.2 0.2 -0.2
H -0.1 -0.7 0.1
H -0.1 0.2 0.1
H -0.5 -0.6 0.8
H 0.5 0.0 0.0
H 0.4 -0.4 0.1
H 0.4 0.5 -0.3
H -1.2 0.3 -0.1
H -0.5 0.2 -0.5
H -0.1 0.5 0.1
C -0.2 0.3 1.1
C 0.3 -0.3 -0.1
C 0.5 1.7 -1.3
O 1.0 0.2 -0.2
C -0.8 -0.9 -1.0
N 0.3 -1.0 0.0
H 0.2 0.3 -0.3
H 0.0 0.0 -0.1
H 0.0 -0.2 0.0
H -0.5 0.1 -0.1
H 0.2 0.4 0.2
H -0.6 -1.9 0.3
H -0.5 0.8 0.2
H 1.3 -0.5 1.2
H -0.4 0.2 0.2
H -0.9 0.0 0.6
H 0.2 0.7 -0.7
C -0.7 0.5 1.4
C 1.2 0.4 -1.6
C 0.2 -1.4 0.3
O 0.7 0.1 -0.7
C -0.1 0.6 2.0
N 0.0 -0.1 0.2
H -0.2 0.1 -0.1
H -0.3 -1.1 -0.3
H 0.7 -0.1 -0.7
H -0.4 -0.3 -0.3
H -0.1 0.5 -0.4
H -0.4 0.7 0.5
H 0.2 -0.2 0.1
H 0.2 0.5 -0.6
H -0.2 0.0 0.2
H -0.6 0.1 -0.1
H -0.3 -0.2 -0.1
C 0.3 0.5 0.4
C -0.8 -0.4 0.7
C 1.3 1.6 -1.0
O -0.5 0.6 1.2
C -1.3 -0.7 -0.1
N -1.2 -0.1 -0.5
H 0.1 -0.3 -0.3
H -0.5 -0.1 -0.4
H 0.3 -0.1 0.6
H -0.4 -0.4 -0.5
H 0.4 -0.8 0.1
H -0.2 -0.1 -0.2
H 0.4 0.0 0.0
H 0.4 0.2 0.3
H 0.2 0.1 -0.2
H 1.2 -0.4 0.3
H 0.1 0.6 -0.3
C -0.3 0.8 -1.5
C 0.7 1.5 2.1
C 0.1 -1.7 -0.8
O 0.8 0.5 1.6
C -0.1 0.2 0.0
N 0.7 -0.3 1.5
H -0.5 -0.4 -0.1
H -0.1 -0.2 0.7
H 0.2 -0.1 0.0
H -0.1 0.0 -0.4
H 0.4 0.3 -0.1
H 0.0 -0.5 0.0
H -1.0 -0.4 0.7
H 0.4 0.6 -0.3
H -0.2 -0.2 -1.6
H -0.1 -0.6 -1.5
H -0.7 0.3 -0.4

Summary:
- Relative energy (zero: lowest compared OMol25 entry of this formula, charge and spin): 313.8 kJ/mol
- Spin multiplicity: 1
- Lowest unoccupied orbital energy: 0.45 eV